Here is an isolated molecule of C5H4S in a non-equilibrium geometry from the Open Molecules 2025 dataset. Energies are from wB97M-V/def2-TZVPD.

CARTESIAN COORDINATES (ANGSTROEM)
C1 -0.74 2.74 0.09
C2 -1.00 1.57 0.24
C3 -0.91 0.26 0.12
C4 -0.22 -0.83 -0.01
C5 1.11 -1.44 0.04
S1 -1.95 -1.27 -0.44
H1 -0.84 3.82 -0.01
H2 1.90 -0.66 0.12
H3 1.23 -1.89 -0.94
H4 1.43 -2.28 0.78

## Properties
SMILES: C#CC1=C(C)S1
DFT total energy: -16080.2068 eV
total charge: 0
ΔE to the lowest compared entry with this formula, charge and spin: 301.3 kJ/mol

=====

Here is an isolated molecule of C5H11N from the Open Molecules 2025 dataset. Energies are from wB97M-V/def2-TZVPD.

CARTESIAN COORDINATES (ANGSTROEM)
C1 -1.87 1.09 -0.24
C2 -1.50 -0.39 -0.23
N1 -0.09 -0.62 -0.21
C3 0.70 -1.54 0.54
C4 0.98 -0.07 0.54
C5 2.07 0.53 -0.33
H1 -2.89 1.23 -0.61
H2 -1.81 1.53 0.76
H3 -1.20 1.65 -0.90
H4 -2.01 -0.91 0.59
H5 -1.84 -0.84 -1.17
H6 0.34 -1.93 1.51
H7 1.31 -2.18 -0.08
H8 0.80 0.39 1.52
H9 2.98 0.75 0.23
H10 1.73 1.46 -0.79
H11 2.31 -0.16 -1.15

## Properties
SMILES: CCN1C[C@H]1C
DFT total energy: -6852.0045 eV
total charge: 0
ΔE to the lowest compared entry with this formula, charge and spin: 147.0 kJ/mol

=====

Here is an isolated molecule of C6H6 in a non-equilibrium geometry from the Open Molecules 2025 dataset. Energies are from wB97M-V/def2-TZVPD.

CARTESIAN COORDINATES (ANGSTROEM)
C1 -1.12 -2.13 -0.48
C2 0.68 -0.14 -0.33
C3 0.57 2.38 0.65
C4 -0.56 -1.03 0.03
C5 -0.43 -0.22 1.18
C6 0.10 1.08 0.56
H1 -0.69 -2.78 -1.33
H2 -2.02 -2.51 -0.08
H3 1.72 -0.38 -0.06
H4 0.37 -0.05 -1.47
H5 -0.04 3.18 1.25
H6 1.40 2.59 0.08

## Properties
DFT total energy: -6312.3806 eV
total charge: 0
ΔE to the lowest compared entry with this formula, charge and spin: 658.0 kJ/mol

=====

LUMO in eV, matching the order above: 0.44; 1.23; -0.31
HOMO-LUMO gap in eV, matching the order above: 8.12; 9.73; 7.68